{
  "formula": "C37H86N11O10",
  "method": "wB97M-V/def2-TZVPD",
  "elements": ["C", "O", "C", "C", "C", "C", "C", "C", "C", "C", "C", "N", "N", "H", "H", "H", "H", "H", "H", "H", "H", "H", "H", "H", "H", "H", "H", "H", "H", "H", "H", "H", "H", "H", "H", "H", "C", "C", "O", "N", "C", "H", "H", "H", "H", "H", "H", "H", "C", "C", "O", "N", "C", "H", "H", "H", "H", "H", "H", "H", "C", "C", "O", "N", "C", "H", "H", "H", "H", "H", "H", "H", "C", "C", "O", "N", "C", "H", "H", "H", "H", "H", "H", "H", "C", "C", "O", "N", "C", "H", "H", "H", "H", "H", "H", "H", "C", "C", "O", "N", "C", "H", "H", "H", "H", "H", "H", "H", "C", "C", "O", "N", "C", "H", "H", "H", "H", "H", "H", "H", "C", "C", "O", "N", "C", "H", "H", "H", "H", "H", "H", "H", "C", "C", "O", "N", "C", "H", "H", "H", "H", "H", "H", "H"],
  "positions_angstrom": [[3.0185, -2.4975, 1.3856], [2.1172, -1.4310, 1.6055], [1.2489, -1.1229, 0.5011], [-0.0919, -0.7160, 1.0942], [-1.2247, -0.7242, 0.0578], [-2.4243, 0.0271, 0.6430], [-3.7846, -0.4594, 0.1303], [-4.9222, -0.2268, 1.1115], [-6.2031, -0.9844, 0.6726], [-7.0324, -1.5404, 1.8381], [-8.5598, -1.4860, 1.5252], [-9.1111, -2.8068, 1.2389], [-9.7578, -2.7354, -0.0631], [3.0583, -2.8363, 0.3541], [4.0086, -2.1706, 1.7064], [2.7539, -3.3240, 2.0461], [1.6653, -0.2399, 0.0221], [1.1363, -1.9551, -0.1908], [-0.3198, -1.4552, 1.8575], [-0.0547, 0.2860, 1.5061], [-0.8455, -0.2068, -0.8215], [-1.4815, -1.7539, -0.1762], [-2.4122, -0.1472, 1.7179], [-2.2467, 1.0887, 0.4826], [-4.0211, 0.0800, -0.7882], [-3.7014, -1.5176, -0.1061], [-4.6305, -0.5136, 2.1191], [-5.1667, 0.8341, 1.1404], [-5.8767, -1.8257, 0.0668], [-6.7814, -0.3136, 0.0464], [-6.8084, -2.5946, 1.9640], [-6.8402, -0.9771, 2.7530], [-8.7442, -0.8585, 0.6523], [-9.0783, -1.0875, 2.4184], [-10.7771, -2.6826, 0.0009], [-9.5731, -3.6191, -0.5285], [2.9350, 2.5675, 0.8546], [2.1704, 2.6371, -0.4466], [1.1478, 1.9890, -0.6249], [2.6646, 3.4371, -1.4208], [3.8702, 4.2540, -1.4000], [2.4200, 1.8849, 1.5251], [3.9471, 2.1969, 0.6859], [2.9859, 3.5512, 1.3226], [2.1099, 3.4326, -2.2625], [3.6139, 5.2999, -1.5767], [4.5265, 3.9043, -2.1950], [4.3811, 4.1724, -0.4461], [-1.8018, 4.2668, 1.0001], [-3.0462, 4.1385, 1.8479], [-3.1125, 3.3733, 2.7930], [-4.1162, 4.9160, 1.5201], [-4.2309, 5.8768, 0.4411], [-1.0444, 3.5862, 1.3765], [-2.0197, 4.0037, -0.0358], [-1.4113, 5.2851, 1.0423], [-4.9119, 4.7762, 2.1226], [-4.4494, 6.8674, 0.8458], [-5.0436, 5.5888, -0.2282], [-3.3107, 5.9287, -0.1304], [0.9456, -4.0507, 7.5466], [1.5591, -5.0911, 6.6399], [1.5986, -6.2728, 6.9422], [2.0749, -4.6613, 5.4576], [2.1246, -3.3067, 4.9328], [0.5816, -4.5439, 8.4421], [1.6876, -3.3042, 7.8322], [0.1087, -3.5562, 7.0526], [2.4646, -5.4037, 4.8989], [1.5882, -3.2624, 3.9848], [3.1651, -3.0250, 4.7602], [1.6766, -2.6021, 5.6238], [-14.6307, -2.7521, 2.0480], [-13.1597, -2.5117, 1.7699], [-12.7468, -1.4068, 1.4565], [-12.3315, -3.5782, 1.8836], [-12.7012, -4.9334, 2.2448], [-15.1643, -1.8152, 1.9178], [-15.0388, -3.4889, 1.3543], [-14.7764, -3.1012, 3.0713], [-11.3508, -3.3734, 1.7002], [-12.1603, -5.2203, 3.1491], [-12.4326, -5.6242, 1.4421], [-13.7678, -5.0060, 2.4303], [5.5857, 3.8903, -6.3670], [6.0023, 3.3563, -5.0204], [5.6842, 3.9066, -3.9683], [6.7292, 2.2241, -4.9911], [7.1902, 1.3893, -6.0899], [5.0026, 4.7943, -6.2187], [6.4609, 4.1300, -6.9722], [4.9733, 3.1562, -6.8908], [6.9542, 1.9269, -4.0548], [6.7603, 0.3961, -5.9671], [8.2687, 1.3153, -6.0590], [6.8836, 1.7903, -7.0504], [7.5086, 5.8828, -2.5628], [8.1077, 6.9170, -1.6413], [7.4965, 7.3801, -0.6930], [9.3813, 7.3293, -1.9039], [10.2585, 6.8987, -2.9745], [6.5018, 5.6551, -2.2355], [7.4618, 6.2588, -3.5849], [8.0955, 4.9641, -2.5415], [9.7228, 8.0193, -1.2539], [11.1688, 6.4625, -2.5579], [10.5366, 7.7530, -3.5951], [9.7709, 6.1584, -3.5990], [3.1882, 0.3240, -2.9602], [4.1953, -0.2393, -3.9347], [4.2731, 0.1551, -5.0872], [5.0310, -1.2141, -3.4791], [5.0831, -1.7992, -2.1520], [2.6019, 1.0848, -3.4646], [2.5150, -0.4572, -2.6051], [3.6910, 0.7811, -2.1064], [5.6780, -1.5487, -4.1757], [6.0702, -1.6401, -1.7136], [4.8990, -2.8734, -2.2119], [4.3375, -1.3534, -1.5027], [10.4856, -2.5198, -6.8629], [10.4901, -1.2297, -6.0795], [9.6135, -0.3888, -6.2132], [11.5126, -1.0288, -5.2084], [12.6319, -1.9061, -4.9180], [9.6134, -2.5302, -7.5085], [11.3810, -2.5968, -7.4805], [10.4361, -3.3772, -6.1908], [11.4563, -0.1497, -4.7186], [12.6287, -2.1734, -3.8602], [13.5700, -1.3972, -5.1447], [12.5762, -2.8141, -5.5075], [-8.9109, -4.2229, 7.1024], [-9.6084, -4.1820, 5.7605], [-10.6258, -4.8281, 5.5338], [-9.0662, -3.4169, 4.7940], [-7.8676, -2.6086, 4.8339], [-9.4645, -4.8844, 7.7628], [-7.8944, -4.6030, 6.9937], [-8.8773, -3.2275, 7.5469], [-9.5723, -3.4321, 3.9081], [-8.1297, -1.5746, 4.6083], [-7.2001, -2.9769, 4.0581], [-7.3711, -2.6548, 5.8003]],
  "spin_multiplicity": 1,
  "total_charge": -1,
  "e_lumo_ev": 1.00
}

=====

{
  "formula": "C37H88AgBO19",
  "method": "wB97M-V/def2-TZVPD",
  "elements": ["Ag", "O", "C", "O", "B", "O", "C", "O", "O", "C", "O", "C", "O", "O", "C", "C", "C", "O", "H", "H", "H", "H", "H", "H", "H", "H", "C", "C", "C", "O", "H", "H", "H", "H", "H", "H", "H", "H", "C", "C", "C", "O", "H", "H", "H", "H", "H", "H", "H", "H", "C", "C", "C", "O", "H", "H", "H", "H", "H", "H", "H", "H", "C", "C", "C", "O", "H", "H", "H", "H", "H", "H", "H", "H", "C", "C", "C", "O", "H", "H", "H", "H", "H", "H", "H", "H", "C", "C", "C", "O", "H", "H", "H", "H", "H", "H", "H", "H", "C", "C", "C", "O", "H", "H", "H", "H", "H", "H", "H", "H", "C", "C", "C", "O", "H", "H", "H", "H", "H", "H", "H", "H", "C", "C", "C", "O", "H", "H", "H", "H", "H", "H", "H", "H", "C", "C", "C", "O", "H", "H", "H", "H", "H", "H", "H", "H"],
  "positions_angstrom": [[0.5933, 3.9736, -1.4197], [-0.3978, -3.7073, 2.3698], [-0.4633, -2.6484, 1.8010], [0.2916, -2.2386, 0.7632], [-0.0507, -0.9021, 0.4087], [-1.0434, -0.4380, 1.4279], [-1.4079, -1.4667, 2.1965], [-2.1952, -1.4000, 3.0729], [-0.6461, -0.7208, -0.9656], [0.1423, 0.1637, -1.6061], [0.0925, 0.4846, -2.7686], [1.1125, 0.7308, -0.6755], [1.1599, -0.0146, 0.4271], [1.7028, 1.7849, -0.8637], [4.4294, -0.7607, -2.3809], [5.3703, -0.6180, -1.2255], [5.9915, 0.6943, -0.8514], [4.7881, -1.1046, -0.0586], [4.6946, -0.2705, -3.3504], [3.4445, -0.3297, -2.1333], [4.2510, -1.8606, -2.4545], [6.2697, -1.2319, -1.3938], [5.3097, 1.5031, -0.6405], [6.6917, 1.1010, -1.6198], [6.5503, 0.5143, 0.1095], [3.8377, -0.8454, -0.1451], [-1.3095, 8.6186, -1.6056], [-1.6493, 7.0859, -1.5198], [-2.1227, 6.5174, -2.8045], [-0.4923, 6.3043, -1.1090], [-0.7283, 8.7747, -2.5184], [-0.6234, 8.8432, -0.7966], [-2.2308, 9.2080, -1.6449], [-2.4920, 6.9717, -0.8273], [-2.4539, 5.4375, -2.7976], [-1.2480, 6.5587, -3.5456], [-2.9089, 7.1549, -3.2058], [-0.0809, 6.7146, -0.3375], [2.4791, -2.8719, 4.5852], [2.6901, -2.5535, 3.1403], [4.1817, -2.1999, 2.8281], [2.4346, -3.7940, 2.3706], [2.7270, -4.0172, 4.7447], [1.4446, -2.8064, 4.8152], [3.0458, -2.2007, 5.2121], [1.9617, -1.7658, 2.8061], [4.4880, -2.1670, 1.7824], [4.8571, -2.8521, 3.4051], [4.4535, -1.1588, 3.1038], [1.4714, -3.9865, 2.1389], [-3.2315, 3.3857, 0.4561], [-2.4462, 2.3502, -0.3708], [-2.6718, 2.4471, -1.8598], [-1.0178, 2.5217, -0.1230], [-4.3418, 3.2215, 0.4558], [-3.0498, 4.3666, 0.0316], [-2.8535, 3.4016, 1.4255], [-2.7374, 1.4583, 0.0759], [-2.2771, 1.5185, -2.3785], [-2.1500, 3.2700, -2.2506], [-3.7207, 2.5303, -2.0649], [-0.6637, 2.1295, 0.7002], [-1.5029, 0.7118, 5.9809], [0.0276, 0.9033, 6.1386], [0.8537, 0.0085, 5.2831], [0.3274, 2.2701, 5.7343], [-1.7667, 0.6928, 4.9535], [-2.0964, 1.4456, 6.4975], [-1.8290, -0.2261, 6.3970], [0.2699, 0.8628, 7.2124], [1.8924, 0.0549, 5.3199], [0.5280, 0.2741, 4.2434], [0.5662, -0.9909, 5.5765], [-0.0334, 2.8837, 6.3796], [-0.6701, -3.5033, -4.2464], [-2.1615, -3.0888, -4.6400], [-2.3833, -1.6602, -4.3286], [-2.4606, -3.4024, -6.0514], [-0.5279, -4.5690, -4.4684], [-0.4718, -3.2605, -3.2057], [0.0203, -2.9786, -4.9076], [-2.8980, -3.7726, -4.2071], [-1.8615, -1.0350, -5.0128], [-1.9530, -1.3078, -3.4083], [-3.4077, -1.4266, -4.3646], [-1.7517, -3.0494, -6.6083], [-2.3061, -7.1989, -0.0422], [4.3567, -4.2481, -1.7672], [2.9511, -4.4890, -1.6690], [4.9996, -4.1831, -2.7552], [-1.9684, -6.4764, 0.6036], [-1.6332, -8.0388, -0.1170], [-3.3340, -7.1231, -0.3409], [4.9603, -4.0747, -0.7987], [2.5053, -4.3912, -2.6876], [2.4436, -3.8799, -0.8910], [2.7273, -5.5310, -1.4764], [2.8914, -4.5350, 2.7863], [2.9057, 6.6915, 1.3911], [3.0691, 5.3770, 0.7638], [2.1956, 4.3231, 1.3983], [2.6962, 5.3945, -0.5977], [3.5315, 6.8896, 2.2573], [1.8397, 6.9523, 1.5953], [3.1710, 7.4219, 0.6505], [4.0743, 4.9540, 0.8541], [2.3812, 4.1585, 2.3997], [2.4451, 3.3279, 0.9555], [1.1325, 4.5560, 1.2280], [3.3512, 5.9156, -1.0530], [-3.7027, -5.6754, 4.6029], [-4.1213, -5.3869, 3.1651], [-5.6471, -5.0786, 3.1617], [-3.4651, -4.2914, 2.5684], [-4.4528, -6.1499, 5.2208], [-3.6069, -4.6187, 4.9559], [-2.7330, -6.1936, 4.5911], [-3.8455, -6.1779, 2.5554], [-5.9668, -4.5540, 2.2802], [-5.9128, -4.3267, 3.9239], [-6.3177, -5.9486, 3.2454], [-3.4261, -3.4934, 3.1700], [3.2748, 3.7487, -4.0005], [2.1077, 3.0652, -4.6524], [2.3286, 1.5930, -5.0585], [0.9188, 3.0714, -3.8418], [4.1627, 3.6051, -4.5318], [3.3613, 3.3935, -2.9623], [3.0427, 4.8608, -4.0448], [1.8200, 3.6299, -5.5105], [2.2947, 1.0374, -4.1735], [3.2737, 1.4132, -5.5837], [1.4304, 1.3179, -5.6670], [0.7849, 2.0811, -3.6306], [-4.4231, -3.2413, -1.4774], [-3.7910, -2.0121, -0.7703], [-4.7845, -1.1670, -0.0355], [-2.8179, -2.6238, 0.2011], [-4.7628, -3.8616, -0.6955], [-3.6786, -3.8448, -2.0185], [-5.2503, -3.0986, -2.1545], [-3.1193, -1.5457, -1.4421], [-5.5487, -0.7772, -0.6751], [-4.3357, -0.2192, 0.2636], [-5.1952, -1.7308, 0.8181], [-3.2442, -3.2384, 0.9069]],
  "s2": 0.75,
  "spin_multiplicity": 2,
  "total_charge": 1,
  "e_lumo_ev": [-2.46, -2.46]
}

=====

| no. | total energy (eV) |
| --- | --- |
| 1 | -76631.208 |
| 2 | -83368.018 |